The following is a quantum chemistry calculation of 2 unconnected molecules or ions with the total composition C5H15NO in a non-equilibrium geometry, from OMol25.

Output
spin multiplicity = 2
DFT total energy = -8961.5156 eV
charge = -1
⟨S²⟩ = 0.7508

Cartesian coordinates (Å):
C -0.7861 -0.1237 1.4541
C -1.4464 0.4539 2.6516
C -0.6059 1.0448 0.4550
N 0.2995 0.6685 -0.6694
C 0.0774 0.5944 -2.0709
C 1.2654 -0.3497 -2.4639
H 0.2523 -0.5106 1.7216
H -1.2942 -1.0005 0.8613
H -2.3792 -0.0806 2.6895
H -1.8663 1.4824 2.8423
H -1.0566 0.3457 3.6327
H -0.1031 1.8644 0.9169
H -1.6160 1.0307 -0.1690
H 1.1323 1.2576 -0.4537
H -0.9781 0.2151 -2.4789
H 0.3116 1.5508 -2.6570
H 2.0085 -0.2192 -1.6819
H 1.0684 -1.4417 -2.3775
H 1.5723 -0.2137 -3.6424
H 0.7477 -2.6596 0.4851
H 2.1115 -2.0192 0.6973
O 1.2849 -1.8902 0.2570